A structure of composition C6H7NO in a non-equilibrium geometry, computed with the ωB97M-V functional and the def2-TZVPD basis.

```
15
Properties=species:S:1:pos:R:3:lowdin_charge:R:1
C 0.36520 -1.48258 -0.40985 -0.43
C -0.91715 -1.44898 0.54429 0.02
C -0.87187 0.04298 0.09710 -0.31
C -0.22248 1.23588 0.73930 -0.13
C 1.00380 1.51440 -0.17080 -0.04
C 1.11272 0.50562 -1.12866 -0.06
H -1.86819 -2.00444 0.10318 0.15
H -0.76969 -1.61473 1.64651 0.11
H -1.88655 0.33276 -0.28070 0.15
H -0.89493 2.02250 0.91583 0.08
H 0.14361 0.96212 1.78566 0.13
H 1.81027 2.35522 0.00682 0.13
H 1.68304 0.16542 -2.19121 0.20
N 0.01803 -0.32572 -0.94200 -0.07
O 1.29418 -2.26048 -0.71547 0.05
```

Properties
- Maximum force: 6.42 eV/A
- 2S+1: 1
- Energy above the lowest of the compared OMol25 structures with the same formula, charge and spin: 62.8 kcal/mol
- Highest occupied orbital energy: -8.9 eV
- Total charge: 0
- Gap between HOMO and LUMO: 0.358 hartree